[1]
DFT (the ωB97M-V functional and the def2-TZVPD basis) results for C11H29I2OP2SiTi as an isolated structure at a distorted geometry.

The charge is +2. The value obtained for the HOMO energy (alpha / beta) is -15.589 / -15.261 eV. As for the energy: -2928.23182 Eh. The HOMO-LUMO gap (alpha / beta) is 5.81 / 5.50 eV. Its expectation value of S² is 0.754. As for the multiplicity: 2. The calculation puts the LUMO energy (alpha / beta) at -0.3592 / -0.3588 Ha. The calculation puts the energy above the lowest of the compared OMol25 structures with the same formula, charge and spin at 7.3 kcal per mole.

Geometry as XYZ:
```
47
Properties=species:S:1:pos:R:3:forces:R:3:mulliken_charge:R:1
I -0.269 -0.999 -5.601 0.0 0.0 0.1 0.06
I -0.188 1.682 -2.960 0.0 0.5 0.2 -0.06
Ti -0.219 0.155 -0.897 0.4 2.3 2.5 -0.91
P -2.693 0.096 -1.009 -1.0 -0.5 -0.2 1.29
C -3.202 0.047 -2.742 0.5 0.4 -0.3 -1.09
C -3.354 -1.462 -0.335 0.0 0.0 0.1 -1.33
H -4.428 -1.262 -0.291 0.0 -0.6 0.0 0.48
H -4.730 0.940 -0.146 0.1 0.2 -0.2 0.44
H -2.997 -1.721 0.672 -0.2 0.2 -0.3 0.42
H -3.431 1.764 0.709 0.1 -0.2 -0.2 0.33
H -2.727 -0.781 -3.274 -0.3 -0.1 0.1 0.27
H -3.114 -2.297 -1.009 -0.3 0.3 0.2 0.38
C -3.744 1.403 -0.278 0.1 0.2 0.3 -1.22
H -4.280 0.000 -2.773 -0.4 -0.2 -0.2 0.43
H -3.825 2.265 -0.952 0.1 -0.3 0.1 0.39
H -2.846 0.951 -3.258 -0.4 -0.2 0.3 0.35
P 2.280 0.125 -1.019 1.5 -0.9 -0.1 1.29
C 2.754 -0.062 -2.771 -0.4 0.6 0.0 -1.08
C 3.461 1.419 -0.408 -0.2 0.2 0.2 -1.27
H 2.725 -1.570 0.767 0.0 0.2 -0.3 0.25
H 4.036 -1.268 -0.390 -0.1 -0.6 0.0 0.48
H 2.608 -2.308 -0.844 0.3 0.3 0.0 0.37
C 2.957 -1.422 -0.294 0.0 0.2 0.1 -1.24
H 3.254 1.818 0.597 -0.3 -0.2 -0.4 0.31
H 4.438 0.918 -0.321 -0.3 0.1 -0.3 0.47
H 3.834 -0.136 -2.820 0.2 -0.2 -0.2 0.42
H 2.399 0.820 -3.316 0.5 -0.1 0.1 0.36
H 3.517 2.265 -1.112 -0.1 -0.4 0.2 0.41
H 2.247 -0.894 -3.260 0.2 -0.3 0.2 0.30
C -0.166 -1.717 -1.761 -0.5 -6.8 -2.6 0.52
O -0.236 -2.805 -2.169 0.5 5.2 1.9 -0.17
C 2.111 -0.189 2.969 -0.1 0.0 -0.1 -1.04
Si 0.354 0.260 2.528 0.3 -0.1 1.4 0.13
C -0.761 -0.202 3.975 0.2 -0.1 -0.2 -1.11
C 0.168 2.072 2.184 -0.2 0.1 -0.1 -0.95
C -0.122 -0.761 1.022 -0.5 -0.7 -2.2 -0.22
H 2.382 0.256 3.929 0.0 0.0 0.0 0.41
H 2.850 0.149 2.240 0.0 0.0 0.0 0.27
H 2.183 -1.276 3.070 0.1 0.1 0.1 0.38
H -0.374 0.277 4.886 -0.1 -0.1 -0.2 0.34
H -1.791 0.136 3.841 0.0 0.0 0.0 0.34
H -0.775 -1.284 4.158 0.0 0.2 0.0 0.36
H 0.816 2.423 1.380 0.1 0.2 -0.1 0.30
H -0.871 2.314 1.941 0.0 0.1 0.0 0.29
H 0.420 2.640 3.085 0.0 0.0 -0.1 0.35
H 0.519 -1.678 0.878 -0.5 0.8 0.5 0.42
H -1.173 -1.103 1.178 0.6 0.1 0.0 0.06
```
Forces are in eV/Å.

=====

[2]
DFT (the ωB97M-V functional and the def2-TZVPD basis) results for C11H30BiClI2N2P2S as an isolated structure at a distorted geometry.

The charge is +2. The value obtained for the HOMO energy is -14.040 eV. As for the energy: -2897.18320 Eh. The HOMO-LUMO gap is 5.38 eV. The calculation puts the LUMO energy at -0.3184 Ha.

Geometry as XYZ:
```
50
Properties=species:S:1:pos:R:3:forces:R:3:mulliken_charge:R:1
I -0.972 -2.927 1.564 0.1 -0.3 -0.1 -0.19
I 2.029 -0.328 -2.642 0.1 -0.4 -0.1 -0.20
Bi 0.661 -2.034 -0.675 0.7 -1.9 -0.8 0.96
P 2.719 -1.846 0.890 -0.6 -0.7 -0.8 0.60
C 2.753 -0.371 1.845 -0.1 0.5 0.3 -1.10
C 2.631 -3.295 1.904 0.0 -0.1 0.4 -1.17
H 3.643 -3.350 2.312 0.0 -0.4 0.3 0.47
H 4.925 -2.219 0.529 0.4 0.0 -0.3 0.47
H 2.398 -4.192 1.320 0.1 0.2 0.0 0.35
H 4.007 -2.788 -0.911 0.0 0.1 0.2 0.35
H 1.879 -0.300 2.501 0.2 -0.1 -0.1 0.33
H 1.888 -3.169 2.695 0.2 -0.1 -0.1 0.37
C 4.126 -1.984 -0.177 0.3 0.2 -0.1 -1.18
H 3.669 -0.478 2.435 0.0 0.3 0.2 0.46
H 4.314 -1.039 -0.694 0.1 -0.2 0.1 0.36
H 2.808 0.518 1.208 0.1 -0.2 0.1 0.31
P -1.411 -2.154 -2.228 1.0 -0.6 0.4 0.60
C -2.478 -0.764 -2.097 -0.3 0.5 0.1 -1.11
C -0.757 -2.347 -3.861 0.0 0.2 -0.3 -1.16
H -1.513 -4.484 -1.625 -0.1 0.2 -0.1 0.35
H -2.873 -3.844 -2.615 -0.2 -0.4 0.1 0.47
H -2.797 -3.517 -0.841 0.0 -0.1 -0.2 0.36
C -2.221 -3.659 -1.759 -0.3 -0.1 0.1 -1.18
H 0.049 -3.088 -3.895 -0.2 0.1 0.1 0.35
H -1.630 -2.698 -4.416 0.2 0.0 -0.4 0.47
H -3.280 -0.999 -2.803 -0.2 0.3 0.0 0.46
H -1.968 0.161 -2.387 -0.1 -0.2 0.0 0.32
H -0.395 -1.391 -4.249 -0.1 -0.2 0.0 0.36
H -2.878 -0.661 -1.082 0.1 -0.1 -0.2 0.32
Cl 1.458 -4.231 -1.510 -0.1 0.1 0.1 -0.45
C 0.583 4.962 0.441 -0.1 1.3 0.1 -1.15
C -0.389 4.020 -0.188 -0.3 1.3 -0.3 -0.39
N 0.114 2.717 -0.047 -1.0 -2.9 1.3 0.04
C -0.562 1.719 0.575 0.5 -1.4 -0.5 0.15
S -0.058 0.157 0.061 -0.8 2.3 0.9 -0.07
N -1.541 1.653 1.509 2.0 -0.5 -2.3 0.02
C -1.804 2.679 2.431 -0.4 0.8 1.0 -0.39
C -3.224 3.105 2.260 -0.6 0.9 0.6 -1.15
H 0.728 4.749 1.498 0.0 0.0 0.1 0.28
H 0.194 5.976 0.345 0.2 0.1 0.1 0.36
H 1.551 4.923 -0.056 0.0 0.0 0.0 0.38
H -1.382 4.047 0.256 0.0 0.2 0.0 0.17
H -0.502 4.215 -1.258 -0.1 0.2 0.1 0.38
H 0.925 2.416 -0.606 -0.8 0.1 0.4 0.21
H -1.951 0.717 1.656 0.6 0.8 -0.2 0.23
H -1.624 2.278 3.432 0.0 0.2 0.1 0.38
H -1.080 3.474 2.262 -0.1 0.1 0.2 0.17
H -3.912 2.288 2.471 0.0 0.0 0.0 0.38
H -3.431 3.911 2.965 -0.3 0.0 -0.1 0.36
H -3.420 3.472 1.255 0.0 0.0 -0.1 0.28
```
Forces are in eV/Å.

=====

[3]
DFT (the ωB97M-V functional and the def2-TZVPD basis) results for C11H30ClDyI2N2P2S as an isolated structure at a distorted geometry.

The charge is +2. The value obtained for the HOMO energy (alpha / beta) is -14.067 / -14.066 eV. As for the energy: -3567.50244 Eh. The HOMO-LUMO gap (alpha / beta) is 6.62 / 7.34 eV. Its expectation value of S² is 9.131. As for the multiplicity: 6. The calculation puts the LUMO energy (alpha / beta) at -0.2735 / -0.2471 Ha. The calculation puts the energy above the lowest of the compared OMol25 structures with the same formula, charge and spin at 56.0 kcal per mole.

Geometry as XYZ:
```
50
Properties=species:S:1:pos:R:3:forces:R:3:mulliken_charge:R:1
I 0.204 2.170 -6.369 0.2 -0.7 -0.6 0.03
I -0.329 3.961 -4.580 -0.2 0.5 0.8 -0.05
Dy -0.043 0.092 -1.735 1.0 2.5 -2.7 -0.11
P -2.430 -0.057 -1.672 -5.2 -0.5 0.2 1.01
C -3.316 1.051 -0.572 -0.6 0.4 0.2 -0.99
C -3.034 0.298 -3.330 -0.3 0.1 -0.4 -1.16
H -4.119 0.150 -3.355 0.1 0.1 -0.2 0.42
H -4.115 -1.745 -1.436 0.1 -0.2 0.1 0.41
H -2.547 -0.372 -4.048 -0.2 0.1 0.1 0.40
H -2.542 -2.442 -1.950 -0.2 0.1 0.1 0.36
H -3.055 2.094 -0.791 -0.1 -0.2 0.0 0.38
H -2.795 1.333 -3.605 -0.1 -0.1 0.0 0.35
C -3.030 -1.716 -1.288 -0.3 -0.3 0.0 -1.03
H -4.392 0.908 -0.713 0.0 0.2 0.1 0.41
H -2.792 -1.977 -0.251 -0.1 0.0 -0.2 0.26
H -3.055 0.849 0.472 -0.1 0.1 -0.4 0.18
P 2.346 -0.032 -1.667 5.0 -0.5 0.3 1.17
C 3.218 1.082 -0.563 0.3 0.4 0.3 -0.96
C 2.961 -1.685 -1.286 0.1 -0.4 0.1 -1.00
H 2.471 -0.342 -4.043 0.2 0.1 0.1 0.40
H 4.036 0.197 -3.346 -0.1 0.1 -0.1 0.42
H 2.699 1.364 -3.598 0.1 -0.1 0.0 0.36
C 2.950 0.332 -3.323 0.1 0.1 -0.4 -1.18
H 2.481 -2.415 -1.947 0.2 0.1 0.1 0.35
H 4.047 -1.704 -1.433 -0.1 -0.1 0.1 0.42
H 4.296 0.950 -0.700 -0.1 0.1 0.1 0.43
H 2.954 0.877 0.481 0.0 0.0 -0.3 0.08
H 2.727 -1.949 -0.248 0.1 0.1 -0.2 0.20
H 2.949 2.124 -0.782 0.1 -0.2 0.0 0.38
Cl -0.032 -1.664 -3.253 -0.1 -1.6 -1.2 -0.35
C -2.452 -0.672 2.455 -0.1 0.2 -0.8 -0.44
N -1.155 -0.144 2.894 0.8 0.3 0.5 0.26
C -1.079 0.048 4.358 0.6 0.1 0.5 -0.96
C -0.052 0.051 2.120 -0.8 -1.5 8.8 -0.09
S -0.051 0.050 0.603 -0.6 -0.3 -5.8 -0.27
N 1.221 0.113 2.668 0.1 0.8 1.1 0.37
C 1.653 1.250 3.489 -0.2 -0.2 0.4 -1.05
C 2.170 -1.004 2.528 -0.3 0.0 -0.1 -0.86
H -2.682 -1.622 2.967 0.3 0.5 0.1 0.46
H -2.389 -0.903 1.390 -0.1 0.2 0.2 -0.46
H -3.262 0.054 2.646 0.4 -0.3 -0.1 0.41
H -0.277 -0.592 4.768 -0.3 0.4 -0.1 0.31
H -0.870 1.109 4.578 0.0 -0.6 0.0 0.34
H -2.018 -0.211 4.874 0.3 0.0 -0.7 0.42
H 1.846 0.914 4.525 0.0 0.4 -0.3 0.37
H 2.577 1.689 3.074 -0.3 -0.2 0.1 0.31
H 0.877 2.032 3.490 0.4 -0.3 0.0 0.33
H 1.726 -1.800 1.908 0.2 0.3 0.3 0.24
H 3.117 -0.670 2.072 -0.3 -0.1 0.2 0.32
H 2.388 -1.427 3.525 -0.1 0.2 -0.4 0.36
```
Forces are in eV/Å.

=====

[4]
DFT (the ωB97M-V functional and the def2-TZVPD basis) results for C11H30ClIO2P3Pr as an isolated structure at a distorted geometry.

The charge is +2. The value obtained for the HOMO energy (alpha / beta) is -12.692 / -12.705 eV. As for the energy: -2886.04376 Eh. The HOMO-LUMO gap (alpha / beta) is 5.10 / 5.15 eV. Its expectation value of S² is 2.005. As for the multiplicity: 3. The calculation puts the LUMO energy (alpha / beta) at -0.2791 / -0.2777 Ha. The calculation puts the energy above the lowest of the compared OMol25 structures with the same formula, charge and spin at 72.8 kcal per mole.

Geometry as XYZ:
```
49
Properties=species:S:1:pos:R:3:forces:R:3:mulliken_charge:R:1
C 3.950 0.646 -1.044 -0.2 -0.3 1.3 -1.04
C 2.595 0.801 -0.391 -4.5 -3.1 -4.6 0.67
H 4.205 -0.422 -1.040 0.3 0.4 0.3 0.34
H 4.609 1.289 -0.432 0.4 -0.4 -0.8 0.35
H 3.870 0.980 -2.114 0.0 0.0 1.2 0.32
O 1.726 -0.218 -0.291 3.8 4.2 0.5 -0.45
I -0.227 3.991 0.557 -1.9 -0.3 -0.6 -0.41
Pr -0.572 0.314 -0.118 2.0 2.5 0.6 0.94
P -0.442 0.452 -3.276 0.3 0.6 1.2 0.50
C -1.492 -0.983 -3.737 0.1 -0.3 -0.6 -0.98
C -1.145 2.090 -3.769 -0.4 0.0 -0.5 -1.01
H -1.287 2.224 -4.864 0.2 -0.2 0.6 0.37
H 1.216 0.165 -5.173 -0.2 0.2 0.9 0.43
H -0.449 2.868 -3.408 -0.3 -0.4 -0.1 0.31
H 1.854 1.196 -3.845 -0.6 -0.4 0.0 0.25
H -2.498 -0.898 -3.260 0.7 0.0 -0.4 0.29
H -2.134 2.283 -3.293 0.7 -0.3 -0.2 0.33
C 1.230 0.301 -4.060 0.3 -0.4 -0.5 -1.01
H -1.614 -1.100 -4.839 0.0 0.0 0.8 0.44
H 1.768 -0.579 -3.637 -0.5 0.5 -0.2 0.30
H -0.965 -1.881 -3.316 -0.5 0.7 -0.5 0.28
P 1.295 1.127 2.784 -1.4 0.6 -1.7 0.83
C 0.733 -0.112 3.993 0.8 -0.3 0.4 -1.02
C 3.119 0.998 2.660 0.2 -0.2 0.6 -1.17
H 1.334 3.529 2.550 -0.2 -0.5 0.6 0.23
H 1.422 3.093 4.286 -0.1 -0.2 -0.2 0.41
H -0.154 3.021 3.411 0.7 -0.2 -0.1 0.36
C 0.939 2.848 3.327 0.4 -0.2 0.8 -1.23
H 3.510 1.818 2.012 -0.2 -0.6 0.5 0.27
H 3.549 1.095 3.690 -0.1 0.0 -0.9 0.48
H 1.366 -0.059 4.914 -0.8 -0.3 -0.5 0.43
H 0.895 -1.098 3.468 -0.3 0.8 0.8 0.24
H 3.379 -0.009 2.251 0.0 0.8 0.3 0.30
H -0.342 0.057 4.223 0.8 -0.2 -0.1 0.28
Cl 1.824 2.360 -0.847 1.3 -2.1 1.1 -0.05
C -3.778 -0.957 0.787 0.3 0.2 0.0 -1.09
P -2.464 -2.222 0.853 1.5 -1.2 0.4 0.78
C -2.087 -2.716 2.576 -0.5 -0.5 0.1 -0.79
C -2.497 -3.375 -0.572 -0.5 -0.2 0.0 -0.80
O -0.996 -1.728 0.568 -0.9 1.6 -0.5 -0.60
H -3.924 -0.603 -0.250 0.0 -0.1 0.4 0.37
H -3.520 -0.103 1.455 -0.2 -0.5 -0.3 0.41
H -4.745 -1.359 1.149 0.5 0.0 -0.2 0.43
H -2.837 -3.216 3.205 0.0 0.3 -0.4 0.45
H -1.213 -3.382 2.483 -0.3 0.2 0.0 0.34
H -1.738 -1.780 3.067 -0.3 -0.5 -0.4 0.07
H -2.403 -2.725 -1.471 -0.2 -0.3 0.6 0.06
H -1.552 -3.925 -0.499 -0.2 0.1 0.1 0.34
H -3.311 -4.094 -0.720 0.0 0.4 0.2 0.45
```
Forces are in eV/Å.